Entry 1:
A molecular structure, C3H7NO at a distorted geometry. Source: OMol25; level of theory: ωB97M-V/def2-TZVPD.

Its net charge is 0. The energy relative to the best compared isomer or geometry (same formula, charge and spin) is 80.9 kcal/mol. For the HOMO energy, the calculation gives -9.8 eV. The gap between HOMO and LUMO is 10.67 eV. The value obtained for the LUMO energy is 0.8436 eV.

Element x y z (Å)
O -0.97 -1.59 -0.39
C 0.01 -1.17 -0.96
C 0.79 0.02 -0.54
C 0.17 1.22 0.07
N 0.79 0.22 0.92
H -1.85 -0.74 1.34
H -2.57 -0.38 1.17
H 0.45 -1.76 -1.77
H 1.71 0.22 -1.07
H -0.90 1.20 0.12
H 0.66 2.19 -0.07
H 1.71 0.58 1.17

Formally, the Löwdin partial charges of the atoms, in units of the elementary charge, are as follows: -0.0103, -0.2194, -0.2787, -0.1449, 0.0381, 0.0399, 0.0467, 0.1143, 0.1285, 0.0786, 0.1132, 0.0941


Entry 2:
A molecular structure, C33H21Br2F9GeMoNO2. Source: OMol25; level of theory: ωB97M-V/def2-TZVPD.

Its net charge is -1. The energy relative to the best compared isomer or geometry (same formula, charge and spin) is 31.7 kcal/mol. For the HOMO energy, the calculation gives -3.6 eV. The gap between HOMO and LUMO is 5.94 eV. The value obtained for the LUMO energy is 2.3421 eV.

Element x y z (Å)
Mo 0.33 -0.67 -0.85
C 3.25 1.03 -1.11
C 3.38 -0.36 -1.64
C 4.61 -0.82 -2.17
C 4.73 -2.09 -2.64
C 3.63 -2.96 -2.59
C 3.62 -4.31 -3.04
Br 5.19 -5.07 -3.80
C 2.50 -5.07 -2.94
C 1.32 -4.54 -2.38
Br -0.20 -5.65 -2.25
C 1.24 -3.24 -1.91
O 0.18 -2.72 -1.39
C 2.44 -2.45 -2.04
N 2.34 -1.16 -1.59
H 4.18 1.59 -1.25
H 2.98 1.00 -0.05
H 2.44 1.54 -1.63
H 5.45 -0.14 -2.19
H 5.67 -2.43 -3.05
H 2.50 -6.09 -3.29
C 0.61 -0.27 0.82
Ge -0.72 0.29 2.06
C -2.24 -0.71 1.31
C -3.19 -1.44 2.00
C -4.09 -2.25 1.32
C -4.04 -2.35 -0.06
C -3.09 -1.63 -0.78
C -2.19 -0.83 -0.09
C -0.42 -0.28 3.90
C 0.36 -1.41 4.15
C 0.56 -1.86 5.45
C -0.01 -1.18 6.52
C -0.78 -0.05 6.28
C -0.98 0.39 4.98
C -1.12 2.20 2.03
C -0.18 3.13 2.49
C -0.41 4.49 2.38
C -1.59 4.95 1.81
C -2.54 4.04 1.36
C -2.30 2.68 1.47
H -3.22 -1.38 3.09
H -4.83 -2.81 1.88
H -4.74 -2.99 -0.59
H -3.04 -1.70 -1.85
H -1.58 -0.07 -0.64
H 0.81 -1.93 3.31
H 1.17 -2.74 5.63
H 0.15 -1.53 7.53
H -1.22 0.48 7.12
H -1.57 1.29 4.81
H 0.75 2.78 2.92
H 0.33 5.20 2.73
H -1.77 6.01 1.71
H -3.46 4.39 0.90
H -3.04 1.97 1.10
F -0.48 1.02 -5.31
C 0.10 1.93 -4.51
F -0.18 3.14 -5.01
F 1.42 1.76 -4.61
C -0.37 1.74 -3.03
O 0.25 0.67 -2.53
C -0.02 3.04 -2.22
F -0.86 4.06 -2.49
F -0.06 2.81 -0.92
F 1.22 3.46 -2.52
C -1.93 1.58 -3.03
F -2.26 0.32 -3.33
F -2.55 2.38 -3.91
F -2.44 1.85 -1.82

Formally, the Löwdin partial charges of the atoms, in units of the elementary charge, are as follows: 1.2474, -0.0291, -0.2890, -0.0118, -0.0324, -0.1951, -0.6367, 0.7222, -0.1883, -0.6163, 0.7457, -0.4163, -0.2216, -0.1137, 0.0411, 0.0768, 0.0680, 0.0557, 0.1084, 0.0759, 0.0893, -0.4559, 0.8486, -0.2700, -0.0982, -0.0972, -0.0920, -0.0724, -0.1995, -0.2823, -0.1061, -0.0980, -0.1107, -0.1045, -0.1124, -0.2881, -0.1163, -0.0996, -0.1041, -0.0938, -0.1116, 0.0968, 0.0936, 0.0965, 0.1024, 0.0400, 0.0934, 0.0961, 0.0929, 0.0940, 0.0963, 0.1021, 0.0949, 0.0941, 0.0987, 0.0959, 0.1606, -0.5472, 0.1483, 0.1633, -0.3376, -0.2347, -0.5453, 0.1533, 0.1669, 0.1487, -0.5406, 0.1564, 0.1545, 0.1492


Entry 3:
2 unconnected molecules or ions with the total composition C3H5NO2S at a distorted geometry. Source: OMol25; level of theory: ωB97M-V/def2-TZVPD.

Its net charge is 0. The energy relative to the best compared isomer or geometry (same formula, charge and spin) is 139.2 kcal/mol. For the HOMO energy, the calculation gives -9.9 eV. The gap between HOMO and LUMO is 9.54 eV. The structure (SMILES) is N#S(=O)O.C#CC. The value obtained for the LUMO energy is -0.4099 eV.

Element x y z (Å)
C -0.68 -0.55 1.49
C -0.41 -0.01 0.43
C 0.02 0.27 -0.91
N -2.39 0.69 2.97
O -3.17 1.10 0.51
O -3.92 2.71 2.13
S -3.14 1.55 2.15
H -1.09 -0.94 2.33
H -2.71 0.35 0.40
H 0.58 -0.58 -1.27
H 0.83 1.16 -0.85
H -0.80 0.63 -1.54

Formally, the Löwdin partial charges of the atoms, in units of the elementary charge, are as follows: 0.0820, -0.2248, -0.1222, -0.2474, -0.1618, -0.2842, 0.7466, -0.0165, -0.0528, 0.0706, 0.1322, 0.0783


Entry 4:
C3H6O3 in the gas phase at a distorted geometry. Source: OMol25; level of theory: ωB97M-V/def2-TZVPD.

Its net charge is 0. The energy relative to the best compared isomer or geometry (same formula, charge and spin) is 74.7 kcal/mol. For the HOMO energy, the calculation gives -10.2 eV. The gap between HOMO and LUMO is 10.72 eV. The structure (SMILES) is O=C(CO)CO. The value obtained for the LUMO energy is 0.5568 eV.

Element x y z (Å)
O -1.38 -1.17 1.56
C -0.43 -0.24 1.16
C -0.20 -0.36 -0.30
O -0.59 -1.31 -0.97
C 0.54 0.84 -0.78
O 1.43 0.52 -1.80
H -1.71 -1.61 0.74
H 0.42 -0.30 1.84
H -0.36 1.04 1.18
H 0.75 1.37 0.33
H -0.06 1.68 -1.12
H 1.60 -0.44 -1.82

Formally, the Löwdin partial charges of the atoms, in units of the elementary charge, are as follows: -0.0125, -0.2305, -0.3977, 0.1042, -0.2267, -0.0095, 0.0992, 0.1310, 0.1645, 0.1403, 0.1330, 0.1047


Entry 5:
C3H4O3S in the gas phase at a distorted geometry. Source: OMol25; level of theory: ωB97M-V/def2-TZVPD.

Its net charge is 0. The energy relative to the best compared isomer or geometry (same formula, charge and spin) is 51.4 kcal/mol. For the HOMO energy, the calculation gives -10.3 eV. The gap between HOMO and LUMO is 10.56 eV. The structure (SMILES) is O=C(O)CC(=O)S. The value obtained for the LUMO energy is 0.2936 eV.

Element x y z (Å)
C -0.69 -0.68 0.50
C 0.20 -0.84 -0.75
C 1.41 0.24 -0.59
H -2.61 -0.14 1.52
H 0.75 -1.94 -0.49
H -0.37 -0.75 -1.72
H 1.75 0.04 -2.33
O -0.50 -1.49 1.31
O 2.12 0.62 -1.76
O 1.48 0.84 0.42
S -1.87 0.67 0.52

Formally, the Löwdin partial charges of the atoms, in units of the elementary charge, are as follows: -0.8946, -0.0673, -0.4386, -0.0136, 0.1916, 0.1202, 0.0172, 0.0500, 0.1163, 0.1302, 0.7887


Entry 6:
A molecular structure, CH11N4P at a distorted geometry. Source: OMol25; level of theory: ωB97M-V/def2-TZVPD.

Its net charge is +2. The multiplicity is 3. For the HOMO energy (alpha / beta), the calculation gives -13.7 / -17.3 eV. The gap between HOMO and LUMO (alpha / beta) is 6.34 / 6.33 eV. The value obtained for the LUMO energy (alpha / beta) is -7.3858 / -10.9289 eV.

Element x y z (Å)
C -0.25 0.27 -0.55
N -1.28 -0.59 -0.43
N 1.26 -0.61 0.29
N -2.19 -0.29 0.62
N 2.58 -0.81 -0.24
P -0.20 1.99 0.19
H 0.19 0.11 -1.57
H -1.76 -0.99 -1.17
H 0.89 -1.49 0.54
H -1.74 -0.35 1.49
H -3.02 -0.93 0.60
H -2.53 0.65 0.57
H 2.98 0.06 -0.47
H 3.08 -1.12 0.70
H 2.70 -1.55 -0.97
H 1.21 2.32 -0.33
H 0.23 1.56 1.35

Formally, the Löwdin partial charges of the atoms, in units of the elementary charge, are as follows: -0.5714, -0.0650, 0.0934, 0.2231, 0.1808, 0.8547, 0.1183, 0.1374, 0.0898, 0.1555, 0.2327, 0.1364, 0.1428, 0.2548, 0.2062, -0.0193, -0.1705